<one>
This record from OMol25 describes 2 unconnected molecules or ions with the total composition C2H9O2. The level of theory is the ωB97M-V functional and the def2-TZVPD basis.

E_LUMO in Ha: -0.140
Charge: +1
Highest occupied orbital energy in eV: -16.8
Kohn-Sham gap in eV: 13.00

Positions of all 13 atoms, in Å:
O  -1.04349  -0.32684  -0.67474
O  0.57354  -2.24442  0.31284
C  -0.64634  0.75367  0.27470
C  0.51931  1.57598  -0.10014
H  -1.63059  1.33359  0.57887
H  1.40930  0.99948  -0.36056
H  1.49265  -1.84330  0.43130
H  0.69333  -3.16926  0.46478
H  -0.52419  0.21197  1.20802
H  -1.45328  -0.53975  -1.52355
H  0.34423  2.31698  -0.89908
H  0.84934  2.14405  0.82363
H  -0.58379  -1.21213  -0.53606

---

<two>
This record from OMol25 describes 2 unconnected molecules or ions with the total composition C2H9O2. The level of theory is the ωB97M-V functional and the def2-TZVPD basis.

E_LUMO in Ha: -0.136
Charge: +1
Highest occupied orbital energy in eV: -16.9
Kohn-Sham gap in eV: 13.15

Positions of all 13 atoms, in Å:
O  0.79595  0.38307  0.67245
O  0.54056  1.99281  -1.37725
C  -0.21998  -0.46931  -0.04402
C  -0.65292  -1.60083  0.88354
H  -0.21246  -1.53258  1.88308
H  0.42624  0.53768  1.55941
H  0.77844  1.45262  -2.14447
H  1.07720  1.22980  0.23014
H  -0.40390  -2.55058  0.42736
H  0.27888  2.84536  -1.75707
H  -1.73742  -1.57556  1.02110
H  0.32744  -0.86519  -0.88608
H  -0.99802  0.15272  -0.46819

---

<three>
This record from OMol25 describes 2 unconnected molecules or ions with the total composition C2H9O2. The level of theory is the ωB97M-V functional and the def2-TZVPD basis.

E_LUMO in Ha: -0.134
Charge: +1
Highest occupied orbital energy in eV: -17.1
Kohn-Sham gap in eV: 13.44

Positions of all 13 atoms, in Å:
O  -0.94042  0.70946  0.13531
O  -1.41004  -0.43226  -2.14403
C  0.28727  0.55281  1.11184
C  1.44578  -0.31884  0.67941
H  -0.07836  0.22640  2.07524
H  0.50251  1.62357  1.10450
H  2.28362  -0.08181  1.36319
H  -1.73573  0.74380  0.63628
H  1.75746  -0.13503  -0.37242
H  1.19649  -1.37809  0.84255
H  -1.59939  -1.33583  -2.08570
H  -0.56325  -0.37859  -2.52382
H  -1.14593  0.20441  -0.82236

---

Which of them is most stable? Easy: <two>.

---

<one>
This record from OMol25 describes a molecular structure, C35H46NO7PSSiTe4Y. The level of theory is the ωB97M-V functional and the def2-TZVPD basis.

E_LUMO in Ha: 0.067
Charge: -1
Highest occupied orbital energy in eV: -3.9
Kohn-Sham gap in eV: 5.73

Positions of all 97 atoms, in Å:
Te  -3.62439  -1.97854  -1.90875
Te  -2.17664  -0.21219  -0.78055
Te  -1.05522  -4.22561  -0.35202
Te  -0.73409  -2.12150  1.13363
Y  0.53324  0.79922  0.49407
S  2.01692  2.24178  2.39463
P  3.17558  -0.59917  0.24000
Si  -1.27917  3.59098  -0.79577
O  -0.86808  3.17584  -2.31939
O  -1.03102  5.20510  -0.52882
O  -0.43851  2.68719  0.19961
O  0.58230  0.03246  -1.52882
O  -0.70336  -0.16142  -2.13466
O  -2.91280  3.41233  -0.69989
O  -0.49222  0.66250  2.50096
N  -0.45401  1.68684  3.33935
C  0.63696  2.51078  3.38250
C  -0.04029  7.33898  -0.47481
C  5.49371  2.80893  0.13166
C  3.98925  -0.89168  2.86450
C  -3.18828  3.29257  1.71116
C  5.81988  -2.24200  3.64122
C  3.92425  2.91454  -1.68337
C  4.25279  -1.27392  1.54871
C  0.56950  3.57270  4.30405
C  3.44560  1.65914  -1.34426
C  0.16656  5.86960  -0.13099
C  3.83004  -3.25761  -3.45451
C  4.77511  -1.36651  3.90361
C  5.01606  1.55064  0.47694
C  2.67464  -3.36657  -2.69770
C  -5.04627  2.80841  0.09521
C  -4.18528  5.14721  0.35851
C  -0.33478  3.21250  -4.60571
C  -1.57810  2.84925  5.06818
C  -1.51462  1.82932  4.16113
C  6.07450  -2.64178  2.33753
C  -0.51121  3.74821  5.13000
C  -1.44941  3.43637  -3.59200
C  1.37089  5.31125  -0.88709
C  4.94956  3.49277  -0.94549
C  5.29562  -2.16024  1.29436
C  -3.81811  3.66616  0.36986
C  4.81318  -2.33912  -3.09951
C  -1.95531  4.87497  -3.65756
C  2.49682  -2.55873  -1.58260
C  4.63794  -1.53485  -1.98559
C  3.99199  0.96287  -0.26157
C  3.48008  -1.64910  -1.21449
C  0.35350  5.69360  1.37171
C  -2.58716  2.44816  -3.82643
H  -3.29394  5.75879  0.50229
H  3.96390  -3.87774  -4.33258
H  6.28692  3.25979  0.71548
H  0.48544  4.63730  1.59812
H  -2.36620  5.08649  -4.64750
H  5.71065  -2.24216  -3.69817
H  0.05530  2.20038  -4.49130
H  -2.27975  1.08409  4.00727
H  1.57482  -2.63177  -1.02035
H  2.63921  1.21384  -1.92742
H  5.31533  4.47848  -1.20434
H  -2.20434  1.42817  -3.77338
H  -0.20178  7.45207  -1.54821
H  3.16828  -0.21446  3.06961
H  5.49058  -2.48875  0.28197
H  -1.14116  5.57546  -3.45880
H  -2.73746  5.03798  -2.91414
H  3.48326  3.44575  -2.51749
H  -2.44782  2.94448  5.70086
H  -3.03975  2.60681  -4.80864
H  2.27808  5.85761  -0.61770
H  0.82966  7.93213  -0.18458
H  1.41212  4.24824  4.32572
H  -4.90642  5.36684  1.14963
H  -3.35514  2.57377  -3.06205
H  -0.53442  4.57827  5.82372
H  6.87862  -3.33637  2.12937
H  0.47721  3.92295  -4.43325
H  6.42776  -2.62152  4.45311
H  4.56198  -1.06007  4.91987
H  -0.52675  6.06846  1.90040
H  5.39413  -0.80334  -1.72288
H  1.23379  6.23970  1.72151
H  1.21283  5.39766  -1.96477
H  -0.91836  7.72384  0.04688
H  -3.91024  3.42749  2.52062
H  -2.85638  2.25098  1.70244
H  1.52244  4.25900  -0.64020
H  -4.77443  1.75176  0.07261
H  -0.70396  3.34099  -5.62523
H  -2.31762  3.92120  1.91163
H  -4.62986  5.41277  -0.60244
H  5.43396  1.03118  1.33022
H  -5.46877  3.07020  -0.87628
H  -5.80782  2.96107  0.86294
H  1.88935  -4.06104  -2.96708

---

<two>
This record from OMol25 describes a molecular structure, C35H46NO7PSSiTe4Y. The level of theory is the ωB97M-V functional and the def2-TZVPD basis.

E_LUMO in Ha: 0.076
Charge: -1
Highest occupied orbital energy in eV: -3.7
Kohn-Sham gap in eV: 5.73

Positions of all 97 atoms, in Å:
Te  2.60344  4.34132  3.78323
Te  2.27920  4.02558  -0.41325
Te  3.01546  6.46398  0.02417
Te  3.14489  2.59641  1.88375
Y  0.83133  0.78088  0.12397
S  1.25396  -1.68486  -1.30999
P  0.09490  1.32789  -2.70136
Si  -0.85187  -0.78417  2.71050
O  0.37928  4.08352  0.12970
O  0.42699  -0.28712  3.60422
O  -2.20255  -0.06563  3.29499
O  -1.13865  -2.39832  2.89781
O  3.04304  0.47000  -0.53729
O  0.00340  2.71288  0.19694
O  -0.50566  -0.39852  1.19497
N  3.65265  -0.53785  -1.13451
C  -0.42783  5.71930  -3.97895
C  3.66714  -2.61402  -2.24980
C  3.08073  -0.52916  -5.67610
C  4.98840  -0.42629  -1.30059
C  5.02012  -2.51340  -2.43561
C  -0.91052  3.88257  -2.50561
C  0.52960  3.55499  -4.40688
C  -3.65915  -0.54715  1.39858
C  -4.26783  1.06458  3.20858
C  2.57302  0.88569  -3.80149
C  1.73332  -0.82954  -5.81105
C  -0.07856  1.32087  5.32279
C  -2.32888  1.01004  -4.12317
C  0.37013  4.88986  -4.75269
C  -1.02508  -3.73618  0.91166
C  2.03198  -0.01548  5.30986
C  -0.76850  -4.70046  3.20842
C  5.70471  -1.39294  -1.94711
C  0.53842  -0.03860  5.01408
C  -2.06527  -0.33493  -2.14981
C  -1.07052  5.21263  -2.85785
C  -3.32500  -0.88090  -2.35344
C  0.80251  -0.26859  -4.94615
C  3.49959  0.33402  -4.67172
C  -1.55059  0.60875  -3.03757
C  -3.58435  0.46096  -4.32989
C  -4.08283  -0.48773  -3.44594
C  1.21619  0.58954  -3.93432
C  -0.14860  -1.15019  5.79981
C  -0.46027  -3.50931  2.31021
C  -0.10895  3.04344  -3.27968
C  2.93429  -1.61218  -1.58218
C  -3.56088  -0.24703  2.89276
C  1.04520  -3.26714  2.25657
C  -4.15679  -1.39046  3.70881
H  1.15867  2.91590  -5.01344
H  5.55605  -3.29593  -2.95640
H  2.20903  0.15630  6.37333
H  -1.50110  -0.63933  -1.27503
H  -4.17064  1.29276  4.27097
H  -1.94997  1.76669  -4.80035
H  0.41498  2.09726  4.73503
H  -5.21360  -1.52728  3.46726
H  2.48621  -0.96702  5.02503
H  1.42864  -3.04400  3.25345
H  2.50827  0.78845  4.74704
H  -0.31728  -5.61223  2.81156
H  -4.70833  -0.63939  1.10854
H  -1.67090  5.86087  -2.23341
H  6.77138  -1.27481  -2.06436
H  3.10681  -3.46227  -2.61475
H  0.88070  5.28308  -5.62271
H  -5.06841  -0.90809  -3.60220
H  -0.53636  -4.58464  0.42770
H  -3.71492  -1.60260  -1.64694
H  2.90127  1.54150  -3.00103
H  -3.81495  1.87795  2.64071
H  0.28546  -2.12055  5.54956
H  -5.32889  1.00280  2.95726
H  -1.36959  3.50121  -1.60205
H  0.05008  1.55690  6.38188
H  3.80568  -0.97072  -6.34843
H  -2.09730  -3.93727  0.97356
H  -4.06841  -1.16811  4.77379
H  -0.53630  6.76462  -4.23845
H  1.40407  -1.50604  -6.58980
H  1.27677  -2.43288  1.59367
H  4.55089  0.56764  -4.55641
H  -0.38008  -4.52308  4.21261
H  -4.18056  0.78140  -5.17506
H  -3.14881  -1.48222  1.15640
H  5.40146  0.47869  -0.88008
H  -0.24619  -0.51732  -5.04762
H  -1.14243  1.31880  5.08517
H  -1.21582  -1.18205  5.57402
H  1.55593  -4.15182  1.87036
H  -1.84818  -4.84358  3.27773
H  -0.02667  -0.97796  6.87117
H  -3.20021  0.25306  0.81696
H  -0.86262  -2.85053  0.29830
H  -3.61860  -2.31569  3.50310

---

Which of them is most stable? Easy: <two>.

---

<one>
This record from OMol25 describes 2 unconnected molecules or ions with the total composition C9H14O. The level of theory is the ωB97M-V functional and the def2-TZVPD basis.

E_LUMO (spin up / spin down) in Ha: 0.139 / 0.137
Charge: -1
Highest occupied orbital energy (spin up / spin down) in eV: 0.9 / -3.4
Spin multiplicity: 2
Kohn-Sham gap (spin up / spin down) in eV: 2.88 / 7.17

Positions of all 24 atoms, in Å:
O  0.70122  2.89367  -2.41336
C  0.58411  2.31990  -1.17320
C  -0.04056  0.06013  2.44444
C  1.66533  1.57386  -0.71327
C  -0.62087  2.44921  -0.47152
C  1.42470  0.80578  0.49615
C  -0.89541  -2.39976  -1.29194
C  -0.28299  -3.20555  -0.12226
C  0.26433  0.90149  1.24402
C  -0.76356  1.70275  0.72358
H  -1.94584  -2.20359  -1.09817
H  -0.29343  -1.53788  -1.55938
H  0.08871  3.62408  -2.55407
H  -0.23669  -4.26391  -0.37177
H  -1.41536  3.01375  -0.94121
H  -1.71005  1.70775  1.25690
H  0.73169  -2.88165  0.09745
H  0.47424  -0.90615  2.47106
H  2.29565  0.20959  0.77807
H  -0.96384  -3.00293  -2.20902
H  0.36738  0.51646  3.35833
H  -1.12695  0.01529  2.48158
H  -0.93869  -3.05766  0.73306
H  2.63690  1.66537  -1.16546

---

<two>
This record from OMol25 describes 2 unconnected molecules or ions with the total composition C9H14O. The level of theory is the ωB97M-V functional and the def2-TZVPD basis.

E_LUMO (spin up / spin down) in Ha: 0.134 / 0.128
Charge: -1
Highest occupied orbital energy (spin up / spin down) in eV: 1.3 / -3.8
Spin multiplicity: 2
Kohn-Sham gap (spin up / spin down) in eV: 2.38 / 7.33

Positions of all 24 atoms, in Å:
O  0.72412  -1.49417  3.28563
C  0.76730  -1.45387  -0.82165
C  0.72658  -1.62116  1.91430
C  0.34558  -2.76954  1.23473
C  0.30957  -2.63405  -0.12373
C  0.99778  -0.44116  1.29084
C  0.67072  -1.62118  -2.27374
C  -1.57919  3.96121  -0.21901
C  1.07855  -0.39098  -0.07940
C  -1.03025  2.53235  -0.43086
H  0.15579  -3.65464  1.86330
H  1.69749  -1.61644  -2.74214
H  0.05802  -3.52748  -0.68850
H  0.17786  -2.57528  -2.62733
H  -1.85800  1.78361  -0.32210
H  -0.87822  4.77953  -0.27701
H  -0.18845  2.30343  0.35403
H  -2.35506  4.03624  -0.99252
H  0.06494  -0.79371  -2.71808
H  -0.40984  2.37344  -1.39332
H  -2.27591  4.15193  0.61218
H  1.08643  0.39704  1.99647
H  0.31431  -2.23107  3.77023
H  1.39989  0.50594  -0.61231

---

Which of them is most stable? Easy: <one>.